Formula: C41H53BrN2S4Tl
Source: the Open Molecules 2025 dataset
Level of theory: ωB97M-V/def2-TZVPD

Geometry as XYZ:
```
102
Properties=species:S:1:pos:R:3:forces:R:3:mulliken_charge:R:1
Tl 0.13052 -0.00146 -0.31805 0.18 0.44 0.94 1.93
C 1.49819 0.05101 2.82191 0.06 0.03 0.09 -0.19
C 0.16807 0.37406 2.71437 0.13 -0.09 0.04 0.27
C -0.44645 -0.72454 1.93100 -0.33 0.28 -1.15 0.66
C 0.67429 -1.66919 1.65168 0.20 -0.44 0.11 -1.43
C 1.82640 -1.20724 2.20656 0.00 0.06 0.00 -0.56
C 3.18286 -1.88794 2.27545 -0.11 -0.01 -0.01 2.25
C 2.98072 -3.40129 2.39687 0.02 -0.02 0.00 -1.69
C 3.95993 -1.38283 3.49520 -0.02 -0.05 0.07 -2.08
C 4.01112 -1.58880 1.02484 0.03 0.04 -0.01 -1.43
C -1.85230 -1.32460 1.99865 0.08 -0.09 0.70 2.65
C -2.02833 -2.46234 0.99754 0.00 -0.03 0.03 -2.13
C -1.98014 -1.96555 3.40291 -0.08 0.04 -0.06 -1.69
C -2.98398 -0.33020 1.76405 0.02 -0.01 -0.10 -1.81
C -0.40953 1.59973 3.43694 0.03 -0.04 0.02 2.74
C -1.36790 1.20488 4.57223 0.01 -0.02 0.03 -1.88
C 0.72400 2.39494 4.10142 -0.01 0.03 -0.01 -2.49
C -1.10838 2.55817 2.47430 0.01 -0.01 0.05 -1.50
H 2.22211 0.64573 3.35503 0.00 0.02 -0.04 0.66
H 0.53207 -2.62403 1.16497 -0.06 0.02 0.00 0.14
H 2.38154 -3.64895 3.27457 0.01 0.00 0.00 0.38
H 3.94477 -3.90567 2.48740 -0.01 0.00 -0.02 0.43
H 2.47212 -3.80662 1.51834 -0.01 0.00 0.01 0.19
H 3.36395 -1.45035 4.40746 0.00 -0.02 0.00 0.39
H 4.27707 -0.34625 3.36862 -0.02 0.00 0.00 0.35
H 4.85798 -1.98657 3.63545 0.01 0.02 -0.01 0.46
H 3.53682 -1.99938 0.13195 -0.01 0.00 -0.01 -0.10
H 5.00803 -2.02736 1.11324 -0.02 -0.01 0.01 0.56
H 4.12639 -0.51246 0.88659 0.02 0.01 0.00 0.30
H -1.47458 -3.35636 1.28123 0.01 0.02 0.00 0.55
H -1.70153 -2.16873 0.00087 0.00 -0.01 0.03 -0.53
H -3.08574 -2.73304 0.95532 0.01 -0.01 0.01 0.72
H -1.11697 -2.60012 3.61387 0.00 -0.01 -0.02 0.30
H -2.87487 -2.59048 3.43577 0.00 0.01 0.02 0.47
H -2.05619 -1.22174 4.18874 0.01 -0.01 0.03 0.28
H -2.97382 -0.00458 0.71874 -0.01 0.00 0.01 -0.16
H -2.93246 0.55257 2.39159 0.01 -0.01 0.01 0.36
H -3.94043 -0.82049 1.95578 -0.01 0.01 -0.03 0.57
H -0.91260 0.45763 5.22461 0.01 0.01 0.00 0.31
H -2.32012 0.81691 4.21900 0.01 0.01 0.00 0.34
H -1.58675 2.08806 5.17553 0.00 0.00 -0.01 0.54
H 1.21425 1.82837 4.89463 -0.01 0.00 0.00 0.51
H 0.30149 3.29524 4.55036 0.00 0.00 0.00 0.45
H 1.47709 2.70903 3.37609 -0.01 0.00 0.00 0.39
H -1.74945 2.03644 1.77277 -0.04 -0.01 0.09 -0.10
H -0.36673 3.11915 1.90220 -0.02 -0.03 0.02 0.36
H -1.72047 3.27896 3.02228 0.02 0.00 0.02 0.43
C 1.02065 -4.96103 -2.20263 0.01 0.03 0.03 -0.71
C 2.17447 -4.00621 -1.93344 -0.11 -0.01 -0.01 -1.20
S 1.78056 -2.24520 -1.94476 0.00 0.04 -0.11 0.43
C 1.12666 -1.92832 -3.59647 -0.04 -0.05 0.04 -0.84
C -0.36681 -2.17729 -3.86757 0.03 -0.01 0.03 -1.31
S -1.50078 -1.76515 -2.51621 -0.02 0.03 -0.01 0.28
C -2.48580 -3.27456 -2.31620 0.07 -0.04 0.03 -0.87
C -1.77259 -4.62261 -2.22491 0.00 0.07 0.02 -1.02
S -0.37742 -4.72196 -1.07111 0.00 -0.04 -0.01 -0.03
H 1.38296 -5.98409 -2.09792 0.02 0.00 -0.04 0.56
H 0.66601 -4.84336 -3.22525 0.00 -0.02 -0.01 0.32
H 2.97458 -4.18045 -2.65516 0.02 -0.03 0.02 0.59
H 2.58870 -4.17534 -0.93727 0.02 0.00 -0.01 0.20
H 1.71743 -2.50505 -4.31083 0.02 0.07 -0.05 0.73
H 1.34801 -0.87471 -3.76593 0.02 0.00 0.01 0.00
H -0.53990 -3.21926 -4.12738 -0.03 0.01 0.01 0.65
H -0.65862 -1.57320 -4.72663 0.04 -0.04 -0.05 0.60
H -3.20786 -3.31565 -3.13342 -0.02 -0.01 0.01 0.54
H -3.04636 -3.08236 -1.40155 -0.04 -0.03 -0.04 0.39
H -1.41544 -4.94077 -3.20295 -0.01 -0.03 0.00 0.51
H -2.50895 -5.36339 -1.91201 -0.02 -0.01 -0.03 0.48
S -0.02156 4.92964 -0.40042 -0.01 0.04 -0.03 -0.42
C -1.71544 4.63366 -0.20039 -0.02 0.07 0.04 1.31
C -2.73410 5.54329 0.07485 0.00 0.00 0.01 -0.72
C -4.02164 5.05949 0.17618 -0.01 -0.02 -0.01 -0.71
C -4.29489 3.69702 -0.00821 -0.01 0.03 0.00 -0.94
C -3.28220 2.79909 -0.26634 -0.01 -0.03 -0.02 -0.08
C -1.97082 3.26888 -0.34444 0.05 -0.06 -0.16 -1.21
N -0.83961 2.49531 -0.57720 -0.18 0.13 -0.11 0.73
C 0.22139 3.23350 -0.66686 -0.02 -0.29 -0.07 0.88
C 1.54152 2.67672 -1.01500 -0.11 0.08 0.10 1.13
C 2.51886 3.53576 -1.51348 0.05 0.02 0.06 -1.07
C 3.74386 3.04571 -1.93270 -0.02 0.02 0.02 -1.14
C 3.99618 1.68804 -1.84215 0.04 -0.02 0.01 -1.17
C 3.02434 0.82652 -1.34158 -0.01 0.04 0.10 -0.45
C 1.79006 1.30364 -0.92141 0.10 0.05 -0.42 -0.03
H -2.52388 6.59599 0.20797 0.01 -0.01 -0.02 0.46
H -4.83177 5.74159 0.39584 0.00 0.00 -0.02 0.43
H -5.31740 3.34880 0.05263 0.01 0.00 0.02 0.46
H -3.49066 1.74653 -0.40381 0.00 0.01 0.00 0.19
H 2.31299 4.59648 -1.59481 0.00 -0.01 -0.01 0.47
H 4.49110 3.71992 -2.32920 0.00 0.00 0.01 0.43
H 4.95180 1.29020 -2.15975 -0.01 -0.01 0.00 0.51
H 3.25262 -0.22390 -1.28103 0.00 -0.06 -0.03 0.54
Br -1.89222 4.40547 -6.07359 -0.02 0.05 -0.03 -0.13
C -1.36378 3.05773 -4.87790 0.01 -0.04 0.04 -0.08
C -2.31084 2.38171 -4.12546 0.01 0.03 0.00 -0.84
C -1.86575 1.39857 -3.25970 0.01 0.08 -0.03 -0.26
N -0.58201 1.07493 -3.10439 -0.03 -0.18 -0.16 0.69
C 0.30878 1.73305 -3.84361 0.06 0.01 0.04 -0.28
C -0.02492 2.73137 -4.74449 -0.01 0.00 0.01 -1.02
H -3.36322 2.61321 -4.20578 0.00 0.00 0.00 0.51
H -2.57890 0.84653 -2.65946 0.01 0.00 -0.01 0.44
H 1.35177 1.46704 -3.69785 -0.01 0.01 0.00 0.38
H 0.73883 3.23677 -5.31774 0.00 0.00 0.00 0.52
```
Positions in Å, forces in eV/Å.

Total charge = +1
Kohn-Sham gap = 0.2538 Eh
Multiplicity = 1
Relative energy (zero: lowest compared OMol25 entry of this formula, charge and spin) = 80.4 kJ/mol
LUMO level = -3.61 eV